Record 1
{
  "formula": "C27H51Br3N2O18",
  "method": "wB97M-V/def2-TZVPD",
  "symbols": ["H", "C", "H", "O", "H", "O", "H", "H", "H", "C", "H", "H", "O", "H", "H", "C", "H", "N", "O", "H", "H", "C", "Br", "H", "H", "H", "O", "C", "H", "C", "C", "H", "C", "C", "H", "O", "Br", "H", "H", "H", "H", "O", "C", "H", "C", "C", "O", "H", "H", "C", "H", "C", "H", "O", "C", "O", "C", "H", "H", "C", "H", "H", "O", "O", "C", "H", "H", "C", "C", "O", "H", "C", "H", "H", "O", "H", "H", "C", "H", "H", "H", "C", "H", "H", "O", "O", "Br", "C", "H", "N", "H", "C", "O", "H", "O", "H", "H", "C", "C", "H", "H"],
  "xyz": [[-0.895, -0.939, -2.941], [1.702, 7.761, 0.548], [-0.643, -1.199, -0.222], [-4.575, 2.207, 3.538], [2.469, -1.229, 0.473], [-2.519, 2.348, 4.175], [-5.139, 1.325, -2.929], [3.762, -4.299, -2.705], [1.509, 8.590, 1.192], [6.850, 0.306, -1.792], [1.386, 8.018, -0.431], [3.910, -1.837, 1.346], [-3.995, -2.188, -2.754], [4.045, -2.292, 3.542], [-0.633, -0.685, -4.688], [3.950, -1.749, 4.511], [2.476, 2.076, -1.163], [0.678, 3.025, 1.015], [2.561, -1.349, 4.655], [4.433, -0.785, 4.457], [-0.811, 0.617, -0.526], [2.940, -3.858, -2.143], [-3.679, -5.885, -0.327], [-5.155, -2.915, 0.581], [2.894, -0.339, 2.032], [2.772, 7.586, 0.398], [5.864, 0.649, -0.784], [1.748, -2.374, 4.461], [-1.325, -2.401, 3.904], [-1.930, -5.383, 0.326], [-0.753, -1.435, -3.849], [-0.260, -3.720, 3.636], [2.837, 1.213, -3.125], [-4.000, 1.281, -2.946], [-0.695, 2.118, 5.147], [-3.058, 0.664, 2.821], [-1.220, -6.843, 1.342], [-0.616, -3.245, 5.376], [-5.954, 0.650, 3.244], [0.023, 6.618, 1.441], [1.328, 0.866, -1.633], [-5.811, -0.901, -2.987], [1.881, 1.748, -1.998], [-3.520, 1.826, -3.757], [3.297, -0.903, 1.182], [-3.064, -1.260, 0.575], [5.142, -1.564, -0.712], [-5.580, -3.377, -1.997], [4.492, 2.546, -2.752], [0.768, 4.068, 0.565], [-1.587, -2.055, -4.153], [0.989, 2.809, -2.343], [3.344, 0.326, -2.667], [1.945, -3.440, -3.124], [1.037, 6.487, 1.069], [2.109, -3.565, 4.390], [-1.015, -0.253, 0.060], [-5.353, 1.433, 1.740], [2.480, -4.665, -1.533], [-0.479, -2.906, 4.334], [-0.584, 2.347, 3.343], [2.160, 0.812, -3.864], [-2.505, -2.163, 1.259], [4.104, 0.058, 0.493], [-5.611, 1.606, 2.783], [0.435, 5.662, -0.823], [6.960, 1.166, -2.514], [-1.153, 1.866, 4.158], [1.133, -2.456, -2.853], [-4.388, -1.034, 0.339], [3.272, -2.999, -1.634], [-5.371, -1.884, 0.881], [-3.992, -4.164, -2.423], [7.796, 0.265, -1.290], [-3.571, -0.058, -3.098], [-1.085, 0.812, 3.975], [1.601, 6.107, 1.916], [1.046, 5.382, 0.014], [-1.995, -4.585, 0.975], [-6.487, 2.350, 2.929], [-0.749, -0.008, 1.077], [-4.730, -3.425, -2.757], [6.698, -0.614, -2.313], [4.484, 1.906, -4.436], [0.530, -1.883, 4.317], [1.137, -1.799, -1.850], [-0.910, -4.922, -1.224], [-4.610, -1.063, -2.906], [4.333, -2.439, 5.284], [0.261, 3.668, -2.668], [-5.180, -3.552, -3.745], [-3.370, 1.658, 3.413], [-2.457, -0.288, -0.059], [2.085, 5.251, -0.414], [0.385, -2.268, -3.947], [3.441, 3.196, -3.887], [-5.407, -1.819, 1.963], [3.872, 2.236, -3.556], [5.045, -0.408, -0.340], [-6.274, -1.530, 0.418], [-3.702, 1.689, -2.029]],
  "forces_ev_per_angstrom": [[-0.08, 0.47, 1.53], [0.36, -1.09, 0.12], [0.84, -0.69, -0.63], [0.44, 0.01, -0.25], [0.76, 0.47, 0.95], [0.42, 0.09, 0.01], [1.46, 0.11, -0.56], [-0.12, 0.12, -0.14], [0.15, 0.59, 0.48], [0.29, 1.72, -0.01], [-0.81, 0.28, -0.98], [-0.71, 1.16, 0.44], [1.21, -0.92, 0.29], [0.08, 0.50, 0.76], [-0.20, -0.50, 1.05], [-0.17, -0.34, -0.97], [0.31, 0.20, 0.50], [-0.24, -1.06, 0.50], [1.02, -0.64, 0.13], [0.60, -0.05, 0.19], [0.81, 0.10, -0.72], [-1.21, -1.15, -0.88], [-0.34, 0.06, 0.42], [-0.21, 0.00, 0.15], [0.22, -0.69, -0.07], [0.01, 0.13, 0.49], [-1.57, -1.80, 0.31], [0.83, -2.24, -0.27], [-0.68, 0.12, 0.31], [-0.20, -1.96, -1.42], [-0.02, 0.53, -3.32], [0.36, 0.02, 0.45], [-0.25, -0.14, 1.56], [-2.07, -0.23, -1.19], [-0.57, -0.13, -0.90], [-0.63, -0.40, -0.82], [0.34, -0.07, 0.05], [-0.12, 0.01, -0.66], [0.49, 0.55, -0.31], [-0.11, 0.28, -0.17], [-0.11, 0.43, -0.09], [1.51, 0.25, 0.33], [1.09, -1.70, 0.12], [-0.44, 0.23, -0.03], [-0.59, -1.30, -1.52], [0.43, -1.48, 1.64], [0.09, 1.40, 0.53], [1.11, -0.02, -0.93], [0.82, -0.21, 0.86], [-0.16, 0.79, -0.50], [-0.40, 0.01, 0.40], [-2.20, 2.37, -1.43], [-0.34, 0.65, -0.37], [0.99, -1.44, -0.33], [0.43, -0.29, 0.10], [-1.12, 2.77, 0.23], [-1.45, 0.89, 0.76], [0.08, 0.19, 0.02], [0.36, 0.83, -0.03], [-0.32, 0.08, -0.26], [-0.35, 0.05, 0.38], [0.22, 0.08, -0.81], [-2.22, 2.31, -2.12], [1.49, 0.62, -0.66], [-2.40, 0.49, 0.87], [-0.56, -0.31, -0.40], [-0.64, -0.86, 0.75], [0.66, 0.93, 0.36], [0.20, 0.37, -0.80], [1.52, -0.09, 0.18], [0.40, 0.77, 1.07], [0.51, -0.71, -0.08], [-0.46, 0.14, -0.58], [0.57, -0.25, 0.35], [-2.25, -2.63, 0.85], [-0.27, -0.56, 0.14], [0.11, 0.10, 0.27], [1.67, 0.15, -0.23], [-0.31, 1.88, 1.05], [1.42, -1.28, -0.68], [0.06, -0.12, 0.43], [-1.19, 0.63, 1.18], [-0.58, -0.52, -0.14], [-0.37, 0.05, 0.95], [-0.01, -0.86, 0.14], [-0.36, 0.56, 0.78], [0.50, 0.20, 0.04], [0.09, 2.51, -1.05], [-0.48, 0.67, -0.06], [1.65, -1.87, 0.79], [0.29, -0.35, 0.15], [0.77, -0.04, 1.09], [0.28, -0.23, 0.19], [-0.88, 0.39, 0.37], [0.50, -0.46, 0.79], [-0.35, -0.41, -0.03], [-0.03, 0.05, 0.16], [-0.44, 0.36, -2.02], [0.47, 0.11, -1.14], [-0.53, -0.09, 0.03], [0.81, 0.37, 1.52]],
  "total_charge": 0,
  "lumo_energy_ev": 0.190
}

=====

Record 2
{
  "formula": "C27H51CoNO2Si2",
  "method": "wB97M-V/def2-TZVPD",
  "symbols": ["H", "H", "H", "H", "H", "C", "O", "C", "H", "C", "H", "H", "H", "H", "C", "C", "H", "H", "H", "H", "H", "H", "H", "O", "C", "H", "H", "C", "H", "C", "H", "Si", "C", "C", "H", "H", "C", "H", "C", "H", "C", "H", "H", "H", "C", "C", "H", "N", "H", "Co", "C", "H", "H", "C", "C", "H", "H", "Si", "C", "C", "H", "H", "H", "H", "H", "H", "C", "C", "H", "H", "H", "H", "H", "C", "H", "C", "C", "C", "H", "H", "H", "H", "C", "H"],
  "xyz": [[-2.187, 2.529, 1.633], [-0.933, 1.694, -4.858], [0.652, 0.338, 4.793], [-0.614, 3.024, -0.250], [1.480, -0.278, -4.814], [-5.346, -1.501, -0.387], [0.454, 2.109, 1.243], [-1.732, -3.408, -1.653], [-1.242, 3.615, 2.732], [2.438, 3.226, -1.276], [-1.057, 0.048, 5.232], [1.455, 3.702, -1.223], [-1.749, 0.152, 2.383], [3.435, 5.006, -1.864], [-0.104, -0.438, 4.979], [-4.076, -1.062, 0.072], [-2.324, -1.487, 2.060], [2.935, 0.405, 0.549], [-2.439, -4.881, -3.008], [2.153, -1.376, 3.251], [2.497, 3.483, 3.607], [-2.093, 4.293, 1.316], [-4.329, -4.061, -2.429], [2.414, 2.294, -0.075], [0.609, -3.190, -1.354], [-1.167, 0.636, -0.811], [-6.241, -0.988, -0.027], [3.502, 1.228, 0.096], [0.150, 2.402, -3.584], [-0.333, 3.279, 0.794], [0.513, -0.055, -0.718], [-0.306, -1.574, 3.481], [-5.434, -2.575, -1.274], [1.354, -0.593, -3.770], [4.548, 3.747, -1.240], [3.529, 4.724, -0.107], [-1.546, 3.425, 1.688], [-0.598, -3.599, 4.881], [-4.285, -3.224, -1.734], [1.603, -3.061, 3.025], [-1.196, -3.123, 4.094], [1.449, 2.052, 0.397], [-3.964, -0.226, 0.758], [-1.348, -3.833, 3.272], [1.170, 2.257, 2.528], [1.385, -2.011, 2.787], [1.415, -2.614, -0.880], [-0.651, -2.901, -0.947], [1.440, -1.687, -3.730], [-1.110, -1.417, 0.178], [-2.948, -1.755, -0.346], [1.871, 1.397, 2.560], [2.629, 3.801, 1.869], [-0.454, -0.085, -1.256], [1.913, 3.572, 2.684], [0.387, 2.110, 3.292], [5.337, 0.993, 1.122], [-0.349, -0.004, -3.213], [-0.713, 1.752, -3.782], [-1.598, -1.103, -4.096], [1.411, -1.880, 1.696], [3.860, 0.988, -0.919], [5.044, 2.679, 0.589], [1.203, 4.399, 2.832], [1.876, -4.507, -2.479], [-1.663, -0.710, -5.121], [-0.247, -4.856, -2.876], [4.576, 1.774, 1.014], [-0.083, -5.690, -3.574], [-2.588, -1.054, -3.632], [-2.179, -2.862, 4.508], [4.162, 2.000, 2.014], [2.154, -0.147, -3.167], [-3.018, -2.808, -1.258], [0.210, -1.051, 5.838], [3.567, 4.231, -1.099], [0.844, -4.207, -2.266], [-1.414, -0.868, 2.092], [-6.430, -2.918, -1.611], [-1.598, 2.119, -3.245], [-1.286, -2.152, -4.128], [0.337, 4.155, 0.883], [-1.522, -4.413, -2.566], [2.535, 2.593, -2.178]],
  "forces_ev_per_angstrom": [[0.32, 0.36, 0.06], [0.09, 0.44, 0.17], [-0.11, -0.11, 0.19], [0.28, 0.24, 0.62], [0.22, -0.12, 0.06], [0.97, 0.73, 0.57], [0.66, 0.44, -0.22], [1.17, 0.67, 1.89], [-0.24, -0.07, -0.40], [0.13, -0.84, 1.10], [0.22, -0.12, -0.06], [0.24, -0.21, -0.22], [0.15, -0.27, -0.43], [0.18, -0.15, 0.11], [0.13, -0.10, 0.08], [-1.41, -1.21, -0.95], [-0.04, 0.10, 0.53], [0.32, 0.01, -0.34], [1.13, 0.45, 0.20], [0.08, -0.19, -0.13], [-0.05, 0.12, -0.07], [-0.20, -0.04, 0.21], [-0.37, 0.15, 0.06], [1.78, -0.21, -1.38], [-1.15, -0.66, 0.32], [0.36, 0.24, -0.29], [0.06, -0.22, -0.22], [-1.10, 1.13, -0.24], [-0.25, 0.06, -0.15], [0.24, -0.88, 0.65], [0.19, 0.47, -0.33], [-1.93, 0.50, -1.42], [-0.43, -0.45, -0.41], [-0.05, 0.24, -0.29], [-0.39, 0.35, 0.04], [-0.01, -0.34, -0.55], [0.05, 0.04, -0.13], [-0.19, -0.18, -0.07], [0.69, 0.10, 0.23], [0.22, 0.22, -0.12], [0.41, -0.03, 0.23], [-0.71, 0.08, 0.29], [-0.21, -0.08, 0.02], [0.03, 0.08, 0.14], [-0.70, -0.41, -0.46], [0.37, -0.17, 0.26], [-0.38, -0.41, -0.13], [0.66, -1.36, -2.07], [-0.04, 0.25, 0.05], [-0.03, 1.52, 0.39], [0.15, 0.28, -0.02], [-0.57, 0.38, -0.03], [-0.60, -0.17, 0.41], [0.45, 0.72, -1.45], [0.00, 0.19, 0.33], [0.61, 0.08, -0.12], [-0.03, 0.20, 0.06], [-0.35, -0.65, 3.07], [0.07, -0.30, -0.26], [0.11, 0.26, -0.13], [-0.06, -0.03, 0.27], [-0.25, -0.02, 0.50], [-0.17, -0.48, 0.31], [0.38, -0.13, -0.12], [-0.46, 0.17, -0.06], [-0.16, -0.30, 0.04], [0.44, 0.15, 0.31], [-0.05, 0.02, 0.01], [-0.12, 0.49, 0.38], [0.07, 0.03, -0.06], [0.23, -0.02, -0.10], [0.26, -0.10, -0.51], [-0.03, -0.07, -0.10], [-1.61, -0.19, -0.14], [0.03, 0.32, -0.08], [-0.06, -0.11, -0.02], [0.32, -0.22, -0.40], [0.88, 0.05, 1.67], [0.71, 0.23, 0.19], [0.23, -0.01, -0.17], [-0.02, 0.17, -0.03], [-0.45, -0.23, -0.44], [-1.12, -1.20, -1.16], [-0.15, 0.35, 0.47]],
  "total_charge": 0,
  "s_squared": 3.773,
  "lumo_energy_ev": [-0.053, -0.054],
  "spin_multiplicity": 4
}

=====

Record 3
{
  "formula": "C27H51FINO22",
  "method": "wB97M-V/def2-TZVPD",
  "symbols": ["H", "H", "H", "C", "O", "H", "O", "O", "C", "H", "O", "C", "H", "H", "H", "H", "O", "O", "H", "C", "O", "C", "N", "C", "C", "H", "H", "H", "H", "C", "H", "H", "H", "O", "C", "H", "C", "H", "C", "C", "O", "H", "C", "O", "H", "H", "H", "H", "O", "C", "C", "O", "H", "H", "H", "H", "O", "O", "H", "H", "O", "H", "C", "O", "O", "C", "H", "C", "O", "H", "C", "H", "F", "C", "O", "C", "H", "H", "O", "I", "H", "H", "H", "H", "H", "C", "H", "H", "C", "H", "H", "H", "C", "H", "C", "H", "O", "O", "C", "C", "H", "H", "H"],
  "xyz": [[-1.783, -2.202, 1.203], [0.864, 3.311, -1.483], [-7.484, -4.611, 2.677], [-4.040, 1.832, -1.660], [2.491, -1.632, 5.561], [0.924, -0.872, 3.023], [-1.482, 2.850, -3.774], [1.610, -2.414, -3.104], [-1.291, 3.566, -5.001], [-7.954, -6.295, 2.968], [0.624, -0.819, -2.022], [-2.941, -5.163, 1.062], [-3.139, -5.235, -0.007], [-7.756, -5.721, 1.303], [-0.247, 0.224, 3.561], [-1.649, 4.593, -4.923], [-3.718, 3.161, -3.943], [3.111, 2.200, -1.777], [3.690, -0.368, -1.984], [-2.749, 2.730, -3.376], [-0.161, 3.369, 0.954], [-0.121, -0.622, 2.892], [-0.532, -0.088, 1.585], [3.697, -0.219, -0.907], [3.124, -0.906, 6.287], [1.040, 0.550, 5.700], [0.550, -2.883, 3.762], [0.723, 0.162, -4.758], [-3.890, 1.271, -0.742], [1.246, 0.358, 6.752], [5.305, 5.015, -0.775], [2.404, 4.145, -7.441], [0.474, 4.752, -2.432], [0.469, 5.054, -0.415], [-1.933, -0.191, 1.591], [-4.518, 2.781, -1.424], [1.810, 0.131, -4.833], [3.578, 4.623, -0.806], [4.079, 2.058, -1.075], [-1.200, -1.707, 3.273], [2.642, 0.141, 6.955], [-1.373, -3.429, 5.493], [0.251, 4.931, 3.046], [-2.747, 2.046, -2.228], [-1.063, -0.889, -0.811], [-0.211, 3.557, -5.143], [2.263, 0.763, -4.070], [-4.665, 1.250, -2.336], [2.197, 2.088, -7.661], [4.562, 4.326, -1.165], [1.868, 3.421, -8.052], [-0.639, -2.489, -2.863], [-0.818, 3.901, -1.577], [4.645, -3.049, 6.207], [5.017, -1.987, 4.818], [2.682, -0.090, -0.539], [1.358, 2.520, -5.597], [4.906, 3.027, -0.680], [-1.935, -4.501, 4.171], [6.120, -2.068, 6.203], [0.475, 5.401, 1.717], [-3.163, -1.835, 2.349], [-5.180, -5.344, 1.649], [4.423, -1.011, 6.556], [-3.954, -5.842, 1.811], [0.221, 4.495, 0.767], [2.178, 3.531, -9.088], [0.424, -1.959, -2.676], [2.227, 0.537, -6.145], [0.492, 5.753, 3.715], [-0.583, -0.225, -1.520], [4.137, -1.093, -0.433], [-0.526, -3.766, 2.352], [1.536, -3.636, -3.841], [-2.724, 0.605, 1.304], [0.226, 4.192, -1.534], [0.794, 3.588, -7.984], [-0.330, 0.904, 1.490], [-5.477, -4.408, 0.954], [-2.302, -0.815, 4.907], [2.144, -0.887, -4.686], [-1.783, 3.056, -5.828], [0.670, -0.498, 7.099], [0.963, 1.232, 7.331], [1.129, -4.434, -3.223], [-7.382, -5.635, 2.322], [-2.873, -4.124, 1.366], [0.933, -3.507, -4.739], [-0.494, -3.046, 3.530], [2.552, -3.892, -4.129], [-0.308, 0.694, -1.014], [0.901, 4.087, 3.271], [-2.145, -1.645, 2.052], [-0.362, -4.681, 4.845], [5.077, -2.099, 5.899], [-1.260, 0.016, -2.339], [4.507, 0.907, -0.557], [-6.021, -6.062, 2.397], [-1.108, -3.940, 4.582], [1.878, 1.788, -6.401], [-1.999, -5.655, 1.281], [4.589, 4.349, -2.253], [-0.792, 4.652, 3.185]],
  "forces_ev_per_angstrom": [[-0.06, -0.70, -0.02], [-0.06, -0.02, 0.02], [0.03, 0.04, -0.11], [-0.27, -0.17, 0.28], [0.00, 0.02, -0.01], [0.15, -0.73, -0.62], [-0.18, -0.04, -0.01], [-0.02, -0.10, 0.19], [0.43, 0.22, -0.01], [0.15, -0.08, 0.03], [0.07, -0.10, 0.01], [0.19, -0.05, -0.19], [-0.10, 0.09, 0.02], [0.05, 0.11, -0.02], [0.17, -0.02, 0.45], [-0.21, -0.11, 0.07], [0.06, -0.02, 0.02], [0.00, 0.02, -0.02], [-0.12, 0.08, 0.00], [0.02, -0.04, 0.04], [0.00, -0.21, 0.11], [-0.56, 1.24, 0.52], [-0.25, 0.92, 0.23], [-0.14, -0.31, 0.01], [0.07, 0.08, 0.03], [-0.03, -0.12, -0.01], [0.25, 0.27, 0.08], [0.03, 0.14, 0.04], [0.17, 0.05, -0.03], [-0.32, 0.13, 0.02], [0.07, -0.14, 0.08], [-0.09, -0.01, 0.08], [0.05, 0.16, 0.13], [0.00, 0.01, 0.25], [2.60, -3.93, 1.07], [-0.02, 0.01, -0.12], [0.12, -0.27, 0.31], [-0.06, -0.05, -0.08], [0.12, -0.05, 0.12], [1.08, 0.83, -1.13], [0.05, -0.06, -0.02], [-0.18, 0.18, 0.12], [-0.02, 0.04, 0.25], [0.05, 0.08, -0.08], [-0.04, -0.13, -0.08], [-0.44, 0.09, -0.05], [-0.15, 0.08, -0.02], [-0.02, 0.12, -0.09], [-0.02, -0.03, 0.10], [0.01, 0.26, -0.03], [-0.01, 0.20, -0.13], [0.03, -0.13, -0.05], [-0.01, -0.07, 0.13], [-0.09, 0.02, -0.08], [-0.11, -0.04, 0.01], [-0.04, 0.05, -0.14], [0.31, 0.22, -0.41], [-0.01, -0.05, 0.00], [-0.54, 0.13, -0.07], [-0.04, 0.14, 0.09], [-0.03, -0.08, -0.04], [-0.35, -0.29, -0.38], [0.04, -0.05, 0.05], [-0.04, 0.01, 0.01], [-0.02, -0.04, 0.03], [0.17, 0.32, -0.22], [0.05, -0.16, 0.01], [0.00, 0.12, 0.06], [-0.08, -0.07, -0.07], [0.04, 0.08, -0.14], [-0.27, 0.32, -0.17], [0.16, 0.14, 0.07], [0.33, -0.22, -0.75], [0.10, -0.20, -0.13], [-2.56, 2.83, -1.34], [0.00, -0.25, -0.32], [0.02, 0.02, 0.11], [0.50, 0.04, -0.15], [0.00, -0.01, 0.03], [-0.04, -0.38, 0.23], [0.14, -0.02, -0.26], [-0.08, 0.03, 0.06], [0.00, -0.05, -0.13], [0.21, 0.01, 0.06], [-0.12, 0.04, -0.03], [-0.25, 0.00, 0.05], [-0.11, 0.01, -0.07], [-0.10, -0.02, 0.07], [-1.02, -0.18, 1.07], [0.05, 0.14, 0.08], [0.21, 0.00, -0.07], [-0.06, -0.07, -0.05], [-0.15, 0.98, 0.87], [0.16, -0.23, 0.10], [0.20, -0.16, -0.07], [0.07, -0.11, 0.03], [0.03, 0.09, -0.02], [0.04, -0.02, 0.00], [0.66, -0.47, 0.01], [0.17, -0.09, 0.03], [-0.09, -0.10, 0.14], [-0.11, -0.05, 0.00], [0.02, -0.10, -0.05]],
  "total_charge": 0,
  "smiles": "C[C@@H](F)[C@@]1(I)CNC(=O)C1.COC(=O)OC.COC(=O)OC.COC(=O)OC.COC(=O)OC.COC(=O)OC.COC(=O)OC.COC(=O)OC",
  "lumo_energy_ev": 0.141
}